(1)
An isolated molecule of C2H6NO2P in a non-equilibrium geometry, computed with ωB97M-V/def2-TZVPD.

```
12
Properties=species:S:1:pos:R:3:forces:R:3:nbo_charge:R:1
C 0.7693 0.1199 -0.4058 0.17 -0.36 0.60 0.30
C 1.5883 -0.9865 0.1667 0.28 -0.42 -2.46 -0.74
N -1.5129 1.1916 0.4871 0.33 -0.91 -2.16 -1.20
O 1.0882 1.2468 -0.6604 0.34 -0.12 -0.43 -0.51
O -1.7984 -1.3023 0.0294 -0.64 -2.71 0.48 -1.06
P -1.0771 -0.1645 -0.4578 -0.34 6.35 -2.60 1.75
H 0.9251 -1.8603 0.1195 0.96 -0.37 -0.30 0.24
H 1.7385 -0.8182 1.1610 0.01 0.79 3.09 0.25
H 2.6514 -1.0232 -0.1805 -1.11 -0.39 -0.42 0.25
H -1.7549 0.9191 1.3895 -0.55 -0.04 1.72 0.40
H -1.2881 2.1535 0.2956 0.15 -0.21 0.06 0.42
H -1.3294 0.5241 -1.9442 0.38 -1.60 2.43 -0.10
```
Positions in Å, forces in eV/Å.

Values from the calculation:
- energy above the lowest of the compared OMol25 structures with the same formula, charge and spin (kcal per mole) = 25.4
- SMILES = CC(=O)[P@H](N)=O
- highest occupied orbital energy (eV) = -9.6327
- E_LUMO (eV) = 0.154
- E_tot (Eh) = -626.3800
- charge = 0

***

(2)
An isolated molecule of C26H21ClN6O2S in a non-equilibrium geometry, computed with ωB97M-V/def2-TZVPD.

```
57
Properties=species:S:1:pos:R:3:forces:R:3:nbo_charge:R:1
C 6.9204 -0.9019 2.0590 0.10 0.04 0.46 -0.41
N 6.4499 -0.6495 0.7292 -0.49 0.20 -0.60 -0.37
C 7.0237 -0.9582 -0.4683 0.02 0.00 0.03 0.14
N 6.2845 -0.5450 -1.4501 0.91 -0.50 -0.71 -0.27
N 5.2003 0.0545 -0.9350 -0.77 0.50 0.46 -0.34
C 5.2991 -0.0088 0.3672 0.15 -0.07 0.05 0.17
S 4.1875 0.6204 1.5388 -0.20 0.28 0.27 0.25
C 2.8383 1.1325 0.4021 0.40 -0.17 0.21 -0.53
C 1.9602 -0.0285 0.0773 -0.13 -0.17 -0.09 -0.06
C 0.9374 -0.3980 0.9450 0.10 0.02 -0.11 -0.16
C 0.1438 -1.4930 0.6709 -0.07 -0.19 0.00 -0.19
C 0.3604 -2.2427 -0.4843 0.38 0.17 -0.15 -0.14
C 1.3934 -1.8811 -1.3485 -0.24 -0.13 0.12 -0.17
C 2.1838 -0.7849 -1.0690 0.00 0.15 -0.02 -0.17
H 2.9927 -0.5138 -1.7312 0.02 0.03 -0.03 0.24
H 1.5625 -2.4638 -2.2399 0.03 -0.05 -0.08 0.23
C -0.5087 -3.3692 -0.8405 -1.04 0.11 0.80 0.55
O 0.0267 -4.2913 -1.6573 0.34 0.03 -0.29 -0.66
N -1.7043 -3.5409 -0.4389 1.07 -1.27 -1.78 -0.29
N -2.4678 -2.8882 0.3641 -1.11 1.27 1.50 -0.14
C -3.1166 -1.8213 0.0567 0.70 -0.70 -0.25 0.07
C -2.9437 -0.9922 -1.1671 0.23 -0.14 -0.71 0.63
N -3.6612 0.1607 -0.9552 -0.13 -0.05 -0.29 -0.43
C -4.2990 0.1276 0.2773 -0.18 -0.39 0.67 0.26
C -5.1180 1.0664 0.8711 0.07 0.05 -0.16 -0.28
C -5.6543 0.7667 2.1176 0.00 -0.05 0.06 -0.18
C -5.3779 -0.4327 2.7557 -0.11 0.05 0.16 -0.24
C -4.5511 -1.3766 2.1644 0.11 0.08 -0.29 -0.15
C -4.0149 -1.0931 0.9221 -0.30 0.42 0.38 -0.13
H -4.3278 -2.3132 2.6503 0.03 -0.11 0.05 0.23
H -5.8119 -0.6326 3.7236 -0.04 -0.01 0.08 0.22
H -6.3004 1.4872 2.5966 -0.05 0.06 0.04 0.21
H -5.3461 2.0053 0.3915 -0.01 0.10 -0.06 0.21
C -3.5597 1.3013 -1.8402 0.21 0.02 -0.08 -0.24
C -2.3592 2.1309 -1.4558 -0.05 0.08 -0.05 -0.04
C -2.4861 3.2665 -0.6681 0.03 -0.07 -0.10 -0.19
C -1.3683 3.9745 -0.2630 0.12 0.04 0.05 -0.23
C -0.1130 3.5359 -0.6496 -0.22 -0.10 -0.06 -0.06
C 0.0352 2.4063 -1.4381 0.01 0.11 0.06 -0.17
C -1.0893 1.7077 -1.8339 -0.02 0.05 -0.03 -0.21
H -0.9807 0.8186 -2.4360 0.01 -0.11 -0.07 0.25
H 1.0162 2.0773 -1.7403 0.12 -0.01 -0.03 0.22
Cl 1.2890 4.4136 -0.1414 0.19 0.16 0.06 0.00
H -1.4693 4.8574 0.3486 0.03 0.08 0.05 0.23
H -3.4646 3.6100 -0.3668 -0.12 0.03 0.03 0.21
H -3.4318 0.9060 -2.8523 -0.12 0.09 0.12 0.24
H -4.4830 1.8810 -1.7874 0.05 -0.06 -0.05 0.21
O -2.2896 -1.2349 -2.1635 -0.06 0.04 0.10 -0.59
H -0.6564 -4.9226 -1.9210 -0.10 0.12 0.14 0.50
H -0.6304 -1.7811 1.3668 -0.04 0.02 0.02 0.23
H 0.7676 0.1752 1.8452 -0.03 0.06 0.10 0.21
H 3.3368 1.5353 -0.4771 -0.14 0.13 0.01 0.26
H 2.3033 1.9128 0.9415 0.06 0.02 -0.07 0.25
H 7.9559 -1.4737 -0.5676 0.25 -0.14 0.04 0.20
H 6.1178 -1.3390 2.6555 0.09 -0.05 -0.01 0.22
H 7.2358 0.0301 2.5336 0.04 -0.09 0.01 0.21
H 7.7626 -1.5900 2.0158 -0.06 0.02 0.03 0.22
```
Positions in Å, forces in eV/Å.

Values from the calculation:
- energy above the lowest of the compared OMol25 structures with the same formula, charge and spin (kcal per mole) = 1.9
- SMILES = Cn1cnnc1SCc1ccc(/C(O)=N\N=C2/C(=O)N(Cc3ccc(Cl)cc3)c3ccccc32)cc1
- highest occupied orbital energy (eV) = -8.2283
- E_LUMO (eV) = -0.234
- E_tot (Eh) = -2340.7768
- charge = 0

***

(3)
An isolated molecule of C4H10S in a non-equilibrium geometry, computed with ωB97M-V/def2-TZVPD.

```
15
Properties=species:S:1:pos:R:3:forces:R:3:nbo_charge:R:1
C 2.3449 0.5203 -0.2868 1.74 -0.24 -0.07 -0.62
C 1.1119 0.3081 0.5692 0.43 -0.03 0.90 -0.56
C -1.6760 -0.3696 0.1520 1.27 0.64 0.31 -0.50
C -1.9097 1.0874 -0.1951 -0.23 -0.46 0.67 -0.61
H 2.9786 -0.3941 -0.4048 -0.84 0.33 0.05 0.21
H 2.2234 0.9263 -1.3187 -0.32 -0.09 0.97 0.22
H 3.0161 1.1569 0.3232 -0.26 0.15 -0.61 0.21
H 0.6775 1.2993 0.8079 -0.21 -0.77 -0.27 0.22
H 1.4306 -0.1686 1.5207 0.00 0.74 -0.34 0.21
H -1.9403 -0.4935 1.2029 -0.09 -0.42 -0.09 0.20
H -2.2731 -0.9927 -0.4992 -0.18 -0.30 0.08 0.22
H -1.4113 1.7897 0.4608 0.31 -0.03 0.20 0.20
H -1.6447 1.3202 -1.2047 -0.09 0.13 -0.69 0.21
H -2.9575 1.1954 0.0210 -0.69 0.62 -0.41 0.21
S 0.0421 -0.9322 -0.1466 -0.85 -0.28 -0.69 0.17
```
Positions in Å, forces in eV/Å.

Values from the calculation:
- energy above the lowest of the compared OMol25 structures with the same formula, charge and spin (kcal per mole) = 8.0
- SMILES = CCSCC
- highest occupied orbital energy (eV) = -8.3087
- E_LUMO (eV) = 1.086
- E_tot (Eh) = -556.5693
- charge = 0

***

(4)
A structure of composition C2Li2O4 in a non-equilibrium geometry, computed with ωB97M-V/def2-TZVPD.

```
8
Properties=species:S:1:pos:R:3:forces:R:3:nbo_charge:R:1
C -1.1855 -0.1964 0.2603 5.78 10.76 1.23 0.28
O -2.2983 -0.4708 0.1999 -6.55 -6.20 -1.26 -0.73
O 0.0575 -0.5558 0.0768 -0.15 -3.93 -0.34 -0.70
Li 1.4426 -2.0797 -0.2952 0.16 1.41 0.29 0.92
C 1.1324 0.5047 0.1166 4.61 -0.51 -2.00 0.99
O 2.2485 -0.2495 -0.0145 -3.59 1.50 0.73 -0.90
O 0.9801 1.7052 0.0298 -0.63 -2.67 0.76 -0.60
Li -2.3774 1.3424 -0.3736 0.37 -0.37 0.58 0.74
```
Positions in Å, forces in eV/Å.

Values from the calculation:
- energy above the lowest of the compared OMol25 structures with the same formula, charge and spin (kcal per mole) = 105.3
- highest occupied orbital energy (eV) = -5.5913
- E_LUMO (eV) = -0.639
- E_tot (Eh) = -392.2013
- charge = 0

***

(5)
A structure of composition C5H13O2Tl in a non-equilibrium geometry, computed with ωB97M-V/def2-TZVPD.

```
21
Properties=species:S:1:pos:R:3:forces:R:3:nbo_charge:R:1
C -2.6732 0.9544 0.6037 -0.76 -0.02 0.34 -0.25
O -1.4320 0.6851 -0.0054 0.06 -0.42 0.05 -0.68
C -1.1876 -0.7494 -0.2398 -0.07 -0.28 0.19 -0.10
H -2.7612 2.0391 0.7543 0.06 -0.24 -0.09 0.18
H -3.5039 0.6102 -0.0361 0.30 0.08 0.24 0.20
H -2.7465 0.4602 1.5868 0.06 0.08 -0.36 0.20
H -1.1313 -1.2279 0.7547 -0.40 -0.09 -0.71 0.23
H -2.0212 -1.1262 -0.8573 0.35 -0.20 0.64 0.25
C 2.7944 1.1080 0.5702 0.58 0.14 0.34 -0.25
O 1.6270 0.7651 -0.1451 0.70 -0.29 0.33 -0.63
C 1.3875 -0.6303 -0.2092 -0.06 -1.22 0.01 -0.07
C 0.1209 -0.9304 -0.9897 0.02 0.15 -0.02 -0.51
H 2.8524 2.2027 0.6070 0.04 -0.25 -0.02 0.20
H 2.7557 0.7139 1.5988 -0.02 0.10 -0.31 0.19
H 3.6865 0.7080 0.0615 -0.27 0.13 0.15 0.19
H 1.3136 -1.0333 0.8167 0.01 0.09 -0.31 0.19
H 2.2496 -1.1090 -0.7039 -0.17 0.18 0.15 0.19
H 0.1731 -1.9846 -1.2962 -0.36 0.11 0.22 0.32
H 0.1044 -0.3404 -1.9202 0.08 -0.08 -0.02 0.19
Tl 0.0194 2.2481 -0.7108 -0.34 1.92 -0.75 0.85
H -1.6276 -3.3632 -0.2400 0.19 0.12 -0.08 -0.89
```
Positions in Å, forces in eV/Å.

Values from the calculation:
- energy above the lowest of the compared OMol25 structures with the same formula, charge and spin (kcal per mole) = 53.7
- highest occupied orbital energy (eV) = -4.3230
- E_LUMO (eV) = -0.935
- E_tot (Eh) = -521.0523
- charge = 0

***

(6)
A structure of composition C48H43As2BrN4O9PS2Tl in a non-equilibrium geometry, computed with ωB97M-V/def2-TZVPD.

```
111
Properties=species:S:1:pos:R:3:forces:R:3:nbo_charge:R:1
Tl 1.1475 1.1806 -0.2022 0.10 0.39 -0.37 0.71
C -2.7186 -0.3747 1.3146 -0.01 -0.18 -0.01 -0.72
C -2.4296 -0.2696 -0.1794 0.07 0.25 -0.06 -0.73
As -2.0555 -2.0500 -0.9556 -0.30 0.04 -0.32 0.90
C -3.8868 -2.3443 -1.6616 0.08 0.01 0.11 -0.21
C -4.7526 -3.2418 -1.0452 0.35 -0.03 0.21 -0.26
C -6.0376 -3.4411 -1.5245 -0.15 -0.09 0.03 -0.21
C -6.4778 -2.7444 -2.6380 -0.09 -0.04 0.01 -0.23
C -5.6256 -1.8472 -3.2630 -0.13 0.01 -0.09 -0.21
C -4.3476 -1.6508 -2.7727 0.16 0.16 -0.12 -0.25
C -1.2696 -1.5626 -2.6777 0.07 -0.09 0.07 -0.35
C -0.9550 -2.6143 -3.5321 -0.10 -0.30 0.26 -0.24
C -0.3063 -2.3917 -4.7326 0.00 -0.09 -0.10 -0.23
C 0.0155 -1.0964 -5.1080 -0.01 0.01 -0.11 -0.21
C -0.3220 -0.0377 -4.2812 0.06 0.07 -0.19 -0.21
C -0.9480 -0.2716 -3.0680 -0.18 0.10 0.22 -0.17
As -1.0188 -0.4780 2.3449 -0.37 -0.47 0.16 0.96
C -1.8866 -0.5739 4.1113 0.11 0.10 0.03 -0.21
C -1.7543 -1.6564 4.9728 0.18 -0.14 -0.20 -0.26
C -2.3599 -1.6535 6.2169 -0.09 -0.06 0.15 -0.20
C -3.1018 -0.5602 6.6291 -0.05 0.01 0.09 -0.23
C -3.2112 0.5419 5.7964 -0.14 0.08 0.09 -0.22
C -2.6054 0.5339 4.5539 0.10 0.10 -0.32 -0.24
C -0.5926 -2.3918 2.2230 0.05 0.00 0.01 -0.35
C 0.7637 -2.6896 2.2830 -0.01 0.25 0.04 -0.14
C 1.2123 -3.9985 2.2443 0.13 -0.18 0.01 -0.25
C 0.3032 -5.0344 2.1292 0.11 -0.09 -0.02 -0.21
C -1.0512 -4.7543 2.0844 -0.19 -0.03 -0.06 -0.23
C -1.4957 -3.4435 2.1318 -0.24 0.04 0.16 -0.21
H -3.3844 -1.2217 1.5261 0.08 0.13 0.15 0.20
H -3.2239 0.5355 1.6581 0.13 -0.13 0.03 0.23
H -1.5583 0.3786 -0.3174 -0.09 -0.02 -0.16 0.23
H -3.2628 0.2060 -0.7109 0.19 -0.14 -0.02 0.24
H -4.4021 -3.7903 -0.1766 -0.06 -0.06 0.00 0.21
H -6.6957 -4.1474 -1.0322 0.00 0.01 0.02 0.20
H -7.4824 -2.8966 -3.0137 0.01 -0.01 -0.01 0.20
H -5.9594 -1.3007 -4.1360 0.00 0.04 0.00 0.21
H -3.6859 -0.9476 -3.2609 -0.02 0.07 -0.09 0.23
H -1.2193 -3.6247 -3.2256 0.10 0.01 -0.11 0.21
H -0.0297 -3.2308 -5.3603 -0.04 0.01 -0.04 0.20
H 0.5510 -0.9164 -6.0300 -0.01 0.06 -0.05 0.21
H -0.0759 0.9709 -4.5749 0.09 0.14 -0.01 0.24
H -1.1880 0.5634 -2.4267 -0.01 0.16 0.02 0.23
H -1.1660 -2.5126 4.6673 -0.03 -0.01 0.03 0.22
H -2.2571 -2.5118 6.8680 0.04 -0.04 0.02 0.20
H -3.5885 -0.5625 7.5958 0.01 0.01 0.04 0.20
H -3.7740 1.4079 6.1187 -0.02 0.06 0.00 0.20
H -2.6750 1.4014 3.9052 -0.08 0.05 0.06 0.21
H 1.4636 -1.8703 2.3815 0.18 0.04 0.00 0.23
H 2.2701 -4.2159 2.3060 0.08 0.04 -0.01 0.21
H 0.6447 -6.0598 2.0713 0.03 -0.04 0.04 0.20
H -1.7582 -5.5682 2.0049 -0.13 -0.03 -0.01 0.20
H -2.5643 -3.2460 2.1212 0.07 0.00 -0.05 0.21
O 2.4975 2.3613 -4.4239 0.22 -0.05 -0.39 -0.71
C 1.8946 2.5799 -3.3736 -0.54 0.38 -0.31 0.78
O 2.2225 2.1762 -2.2296 0.12 -0.27 0.93 -0.86
C 0.6083 3.4345 -3.5172 0.33 -0.23 0.04 -0.26
C 0.5856 4.3249 -4.5461 -0.06 0.19 -0.16 -0.11
C -0.5741 5.0670 -4.8717 -0.14 -1.00 1.14 -0.10
C -1.7556 4.8111 -4.1958 0.00 0.16 -0.19 -0.10
C -1.7706 3.9167 -3.1358 1.23 0.18 -0.56 -0.15
C -0.5504 3.2677 -2.6549 -0.29 0.21 0.00 0.54
O -0.5444 2.6196 -1.5920 0.31 -0.33 0.27 -0.75
N -3.0176 3.6416 -2.5420 -1.08 -0.14 0.34 0.53
O -4.0113 4.2204 -2.9771 -0.15 0.16 -0.07 -0.45
O -3.1074 2.8239 -1.6350 -0.05 -0.09 -0.09 -0.42
N -0.5571 5.9991 -5.9221 -0.08 0.70 -0.80 0.53
O -1.5980 6.5924 -6.2009 0.03 0.03 -0.04 -0.45
O 0.4917 6.1949 -6.5294 -0.05 -0.04 0.09 -0.43
H 1.4744 4.4556 -5.1472 0.00 -0.12 0.00 0.26
H -2.6695 5.3011 -4.5060 0.12 -0.07 0.11 0.26
Br -2.8650 6.0926 0.7594 0.05 -0.18 -0.07 0.04
C -1.6671 4.7861 1.4446 -0.02 0.19 0.11 -0.12
C -0.6504 5.1870 2.2966 -0.08 -0.18 -0.12 -0.20
C 0.1861 4.2080 2.8057 -0.02 -0.01 -0.02 -0.26
C -0.0529 2.8858 2.4634 0.03 0.10 0.21 0.08
N -1.0261 2.5213 1.6380 -0.02 -0.18 0.01 -0.46
C -1.8161 3.4452 1.1182 -0.24 0.33 -0.15 0.02
H -0.5216 6.2287 2.5537 0.00 0.04 -0.03 0.22
H 1.0073 4.4628 3.4568 0.08 -0.02 0.09 0.23
H 0.5485 2.0819 2.8717 0.07 0.04 0.03 0.22
H -2.5618 3.1032 0.4112 -0.02 0.15 0.03 0.24
C 1.8742 -3.7141 -1.4536 -0.17 0.31 0.19 -0.93
P 1.9278 -1.9208 -0.9872 0.61 -0.42 -0.35 0.80
C 3.5188 -1.9369 -0.0430 -0.31 0.08 -0.08 -0.92
C 2.5930 -1.2207 -2.5580 -0.21 -0.02 0.26 -0.95
H 2.8213 -4.0605 -1.8664 0.12 0.05 -0.05 0.21
H 1.0862 -3.8534 -2.1891 -0.08 -0.08 -0.07 0.23
H 1.6326 -4.2958 -0.5661 -0.05 -0.10 0.04 0.23
H 4.3206 -2.3956 -0.6239 -0.01 -0.05 -0.05 0.21
H 3.3934 -2.4751 0.8935 0.05 0.03 0.13 0.23
H 3.7981 -0.9087 0.1807 0.04 0.05 0.14 0.24
H 3.5030 -1.7294 -2.8797 0.05 -0.06 0.04 0.21
H 2.8026 -0.1597 -2.4101 0.05 0.09 -0.16 0.27
H 1.8394 -1.3030 -3.3374 0.00 0.03 -0.04 0.24
O 6.2717 -2.0887 4.9959 -0.20 0.18 -0.24 -0.96
S 5.9350 -0.6827 4.9455 0.56 -0.12 0.12 2.28
O 6.4459 0.1018 6.0485 -0.20 0.09 -0.27 -0.96
N 4.3379 -0.4409 4.7139 0.58 -0.29 0.42 -0.78
C 4.1070 0.1421 3.5667 -0.60 0.17 0.01 0.09
S 2.5867 0.5826 3.0344 -0.44 0.07 -0.23 -0.31
C 5.3020 0.4345 2.7402 0.77 0.04 -0.26 -0.03
C 5.3769 1.0338 1.4902 -0.03 -0.08 0.19 -0.19
C 6.6293 1.2126 0.9216 0.01 0.06 -0.11 -0.21
C 7.7851 0.8148 1.5811 0.05 -0.08 0.13 -0.21
C 7.7091 0.2130 2.8322 0.25 -0.04 0.04 -0.19
C 6.4645 0.0321 3.3799 -0.73 -0.09 0.32 -0.32
H 4.4778 1.3551 0.9809 -0.03 0.00 0.04 0.24
H 6.7059 1.6739 -0.0522 -0.01 0.04 -0.09 0.22
H 8.7525 0.9727 1.1231 0.02 0.01 -0.05 0.20
H 8.5920 -0.1028 3.3684 0.12 -0.01 -0.01 0.22
```
Positions in Å, forces in eV/Å.

Values from the calculation:
- highest occupied orbital energy (eV) = -3.5811
- E_LUMO (eV) = 3.687
- E_tot (Eh) = -11106.8519
- charge = -2